Record 1
{"formula": "C6H12FN", "method": "ωB97M-V/def2-TZVPD", "energy_ev": -10623.1115, "lumo_ev": 1.086, "gap_ev": 10.0, "max_force_ev_per_a": 1.4, "e_homo_ev": -8.96, "smiles": "C[C@@H](F)[C@@]1(C)CN1C", "total_charge": 0, "elements": ["H", "H", "C", "C", "H", "H", "H", "H", "H", "N", "F", "C", "C", "H", "C", "H", "C", "H", "H", "H"], "coordinates": [[-1.56179, 0.81704, 1.25414], [1.88863, -2.35167, -0.70154], [-1.95581, -0.04966, -0.65502], [0.47461, 1.94668, -0.09600], [-2.95017, -0.35294, -0.38383], [-1.50040, -0.78065, -1.35578], [0.60879, -1.71275, -1.74484], [0.23840, -2.23403, -0.08454], [-0.01360, 2.15657, -1.06180], [1.32672, -0.38978, -0.28278], [-1.15487, -1.12712, 1.27574], [1.41583, -0.11915, 1.13460], [0.98136, -1.74521, -0.69246], [1.54380, 2.20377, -0.21591], [-1.09586, 0.08542, 0.59489], [-2.01320, 0.94531, -1.15362], [0.35182, 0.50354, 0.33182], [1.08645, -0.90734, 1.79132], [0.05460, 2.64088, 0.61113], [2.27470, 0.47111, 1.43448]], "atomic_forces_ev_per_a": [[0.111, 0.177, 0.148], [0.008, 0.085, 0.065], [1.042, 0.568, -0.657], [0.699, 0.155, -0.777], [-0.435, -0.198, 0.079], [-0.396, 0.457, 0.385], [0.253, -0.039, 0.724], [-0.299, -0.197, 0.328], [0.156, -0.266, 0.242], [-0.085, -0.123, -0.316], [0.023, -0.278, 0.265], [0.322, 0.088, 0.211], [0.021, 0.268, -1.188], [-0.507, -0.184, 0.039], [-0.071, 0.084, -0.547], [0.000, -0.726, 0.225], [-0.692, 0.149, -0.213], [0.136, -0.144, 0.290], [-0.250, 0.186, 0.528], [-0.037, -0.062, 0.170]]}

***

Record 2
{"formula": "C8H19ClNO2PS", "method": "ωB97M-V/def2-TZVPD", "energy_ev": -46834.8641, "lumo_ev": 0.257, "gap_ev": 9.0, "max_force_ev_per_a": 1.8, "e_homo_ev": -8.70, "smiles": "CCCCNPCCCCS(=O)(=O)Cl", "total_charge": 0, "elements": ["O", "Cl", "H", "H", "S", "H", "H", "H", "C", "H", "H", "H", "N", "P", "H", "C", "C", "C", "H", "H", "H", "C", "H", "C", "C", "H", "H", "H", "H", "H", "C", "O", "H"], "coordinates": [[-0.14640, 2.45446, 2.44872], [2.35852, 3.72837, 2.29487], [2.31738, -1.92397, -1.31494], [-1.97045, -2.24978, -0.37160], [0.78094, 2.78224, 1.42217], [-3.17871, -2.61532, 1.74881], [0.58520, 0.96040, -2.02050], [-1.30513, 0.42745, -0.87592], [-2.39555, -0.73868, 1.05907], [-2.63057, -1.53336, 3.04871], [3.40508, 1.74890, 0.39618], [-1.48762, -0.16213, 1.18702], [-0.73781, -1.18024, -2.15118], [0.77996, -0.38605, -2.41595], [-3.28172, -0.14517, 1.26014], [2.98180, 0.05161, -0.82916], [2.55680, 1.38465, -0.17779], [-2.48590, -1.29757, -0.37289], [-2.48762, 0.02843, -2.09868], [1.69788, 0.63373, 1.62706], [-1.07450, -1.34961, -3.09143], [1.39487, 1.24213, 0.78081], [2.38265, 2.14498, -0.92973], [-2.41457, -1.90917, 2.05534], [-1.76640, -0.39713, -1.40702], [-1.45538, -2.41631, 2.02170], [0.51949, 0.79428, 0.33101], [3.83366, -0.37895, -0.31613], [3.35158, 0.30183, -1.82343], [-3.52105, -1.42372, -0.67190], [1.86806, -0.97914, -1.03611], [0.24959, 3.56167, 0.36309], [1.27592, -1.15885, -0.14035]], "atomic_forces_ev_per_a": [[0.139, -0.220, 0.999], [0.081, -0.134, -0.234], [-0.082, -0.222, -0.226], [-0.059, -0.335, -0.232], [-1.592, -0.785, 0.049], [-0.198, -0.177, 0.148], [-0.245, -0.120, 0.387], [0.212, 0.194, -0.052], [-0.750, -1.200, -0.144], [0.089, -0.221, 0.296], [0.141, 0.120, 0.056], [0.060, 0.341, 0.106], [0.261, 1.572, -0.154], [0.559, -0.948, -0.853], [0.147, 0.567, 0.033], [-0.293, 0.182, -0.402], [0.479, -0.122, 0.118], [0.653, 0.983, 0.071], [-0.028, 0.152, -0.157], [-0.140, -0.003, 0.290], [-0.149, -0.302, 0.107], [1.045, 0.241, 0.156], [-0.374, 0.079, -0.155], [0.073, 0.668, -0.434], [-0.291, -1.163, 0.293], [0.123, -0.179, 0.220], [-0.362, 0.124, -0.087], [0.010, -0.158, 0.327], [0.239, 0.020, -0.122], [-0.180, -0.302, 0.108], [-0.327, 0.674, 0.170], [0.729, 0.738, -0.887], [0.030, -0.063, 0.207]]}

***

Record 3
{"formula": "C34H21AsBr2N2OS2W", "method": "ωB97M-V/def2-TZVPD", "energy_ev": -265032.8536, "lumo_ev": [-7.228, -7.151], "gap_ev": [6.2, 6.6], "max_force_ev_per_a": 1.9, "spin_multiplicity": 3, "e_homo_ev": [-13.43, -13.77], "total_charge": 2, "elements": ["C", "C", "H", "C", "H", "H", "H", "O", "C", "H", "C", "H", "C", "C", "C", "H", "H", "H", "Br", "H", "Br", "C", "C", "C", "H", "N", "C", "S", "C", "H", "C", "H", "C", "C", "H", "C", "S", "H", "C", "C", "C", "H", "C", "H", "C", "C", "C", "C", "H", "C", "H", "H", "W", "As", "C", "C", "N", "C", "C", "C", "C", "C", "C", "H"], "coordinates": [[-2.77534, -1.69095, -2.59256], [-0.74743, -3.64839, -2.50097], [-4.72779, -0.82735, -2.91901], [-0.55463, -0.18143, 0.98491], [0.28243, 2.49791, 3.21516], [-3.88656, 0.38355, 1.08928], [0.22399, -4.27157, 0.57901], [0.80820, -1.84255, -2.03798], [1.03516, -3.55752, 0.62633], [2.89453, 6.21118, -2.52290], [-3.67737, -0.62527, -2.75651], [1.11385, 0.73035, 7.02576], [1.15727, 0.69046, 5.94599], [-1.42403, -1.34844, -2.40216], [0.90607, 6.16367, -1.69681], [-3.87181, 1.50170, -2.89286], [-3.90437, -2.07869, 0.86881], [-1.74237, 1.60642, 1.18470], [0.59442, -4.95392, -2.66050], [0.15288, 2.56819, 5.69036], [-4.89660, -3.61333, -2.71652], [0.68532, 1.68853, 3.81192], [-0.02162, 3.98984, -1.18204], [2.34656, -3.98804, 0.50189], [-2.35122, -5.06522, -2.70642], [1.45035, 2.04972, -1.70499], [1.82758, -0.45113, 3.93373], [3.55998, 3.23309, -2.60556], [-3.09050, -3.07350, -2.62797], [2.17783, -1.19382, 5.90997], [1.28027, 0.58975, 3.20633], [2.54212, -5.04284, 0.36326], [3.40585, -3.08416, 0.52716], [-2.95240, -0.15732, 1.01360], [-1.03183, 5.84061, -0.84158], [-0.56058, -1.58978, 0.85175], [3.12468, 0.17109, -2.21209], [0.79346, 7.23874, -1.71709], [1.15032, 3.40825, -1.65659], [-3.20250, 0.66916, -2.72987], [-0.41133, -2.32428, -2.31326], [2.29221, -1.29913, 3.44714], [1.75771, -0.39145, 5.31865], [-1.80114, -3.34330, 0.73502], [2.67881, 1.84168, -2.16827], [2.08240, 5.59892, -2.15543], [-2.96045, -1.54835, 0.89304], [-1.86154, 0.92081, -2.47076], [3.98328, -1.02882, 0.72320], [3.16241, -1.73418, 0.69292], [-1.47944, 1.93304, -2.42492], [-0.81976, 3.36621, -0.79547], [0.90258, -0.06111, -1.25566], [1.27606, 0.55701, 1.21368], [-1.75448, 0.52982, 1.06023], [-1.78072, -2.26372, 0.81355], [-0.97377, -0.05357, -2.26402], [0.61847, 1.72690, 5.19490], [2.19175, 4.21546, -2.12487], [-0.13119, 5.36716, -1.20849], [0.76702, -2.20871, 0.79346], [1.84542, -1.29003, 0.84131], [-2.10031, -4.01712, -2.61475], [4.42178, -3.44025, 0.42190]], "atomic_forces_ev_per_a": [[0.145, 0.281, -0.053], [0.552, 0.319, -0.009], [0.001, 0.007, -0.015], [0.417, -0.192, -0.432], [-0.005, 0.055, 0.074], [0.000, -0.012, 0.005], [0.024, -0.047, -0.003], [0.296, 0.185, -0.020], [-0.100, -0.057, 0.060], [-0.024, 0.029, 0.002], [0.157, 0.146, 0.017], [-0.006, -0.006, -0.002], [0.005, -0.009, -0.045], [0.142, -0.301, 0.098], [0.105, 0.037, -0.060], [0.039, 0.021, -0.005], [0.003, 0.021, 0.006], [-0.049, 0.009, -0.030], [-0.146, 0.115, 0.112], [0.005, 0.014, -0.031], [0.167, 0.028, -0.029], [0.034, -0.013, -0.181], [0.019, -0.096, 0.005], [-0.151, 0.007, -0.041], [0.009, 0.004, 0.010], [0.117, -0.735, -0.280], [0.044, -0.153, -0.184], [-0.139, -0.005, 0.057], [-0.197, -0.177, -0.068], [0.010, -0.011, -0.027], [0.144, 0.467, -0.526], [0.036, -0.001, 0.018], [0.115, 0.030, 0.037], [0.033, 0.150, 0.021], [-0.006, -0.015, -0.013], [-0.077, 0.263, 0.219], [-0.340, -0.057, -0.036], [-0.012, -0.008, 0.026], [-0.222, 0.184, 0.091], [-0.296, -0.107, -0.059], [-0.507, -0.198, -0.040], [0.015, 0.019, 0.029], [-0.017, 0.022, 0.098], [-0.047, 0.010, -0.021], [-0.358, -0.078, 0.094], [-0.042, 0.005, 0.017], [0.014, -0.128, -0.032], [0.459, 0.146, 0.102], [0.020, -0.010, -0.041], [0.069, 0.065, 0.070], [-0.037, -0.005, 0.028], [-0.017, 0.059, 0.024], [0.856, 0.504, -0.337], [-0.378, -0.860, 1.630], [0.015, 0.080, -0.041], [0.045, -0.081, -0.019], [-0.604, -0.058, -0.196], [-0.026, 0.014, 0.090], [0.053, -0.201, -0.009], [-0.063, -0.007, 0.033], [0.274, 0.162, 0.155], [-0.295, 0.162, -0.276], [-0.274, -0.001, -0.061], [-0.007, 0.010, -0.004]]}

***

Record 4
{"formula": "C5H7FN2", "method": "ωB97M-V/def2-TZVPD", "energy_ev": -10993.8175, "lumo_ev": 0.743, "gap_ev": 9.3, "max_force_ev_per_a": 3.7, "e_homo_ev": -8.53, "smiles": "[H]/N=C(\\F)N/C=C\\C=C", "total_charge": 0, "elements": ["H", "H", "C", "N", "H", "C", "F", "H", "H", "N", "C", "H", "C", "C", "H"], "coordinates": [[1.08642, -1.71013, -1.37104], [-1.17074, -1.66691, 2.12146], [-0.63148, -1.09530, 1.35125], [-1.55354, 1.71064, -0.23719], [2.00473, 0.41502, -1.76899], [0.63042, -0.84591, -0.81369], [-0.10888, 3.48016, 0.33654], [-0.11094, -0.28988, 1.92340], [-0.79640, -2.11644, -0.43234], [0.87838, 1.55689, -0.34803], [-0.38611, 2.07956, -0.08109], [1.59490, 2.39369, -0.54695], [-0.41570, -1.28724, 0.07097], [1.18294, 0.37016, -1.00508], [-2.18056, 2.35721, 0.16517]], "atomic_forces_ev_per_a": [[-0.547, 1.234, 0.264], [-0.420, -0.185, -1.291], [0.748, 1.493, 2.599], [1.106, -1.493, -0.064], [-0.802, 0.307, 1.032], [1.543, 1.198, -0.685], [-0.383, -2.265, -0.284], [-0.127, -0.397, -0.894], [-1.563, -1.552, -0.174], [0.968, 3.573, -0.514], [1.819, 2.470, -0.317], [-2.360, -2.681, 0.758], [0.501, -0.801, 0.191], [0.512, -1.818, -0.916], [-0.995, 0.917, 0.295]]}

***

- What is the formula in the third record?
  C34H21AsBr2N2OS2W